[1]
The following is a DFT calculation (wB97M-V/def2-TZVPD) of the molecule C2H6N4O.

Values from the calculation:
- Net charge: 0
- HOMO: -8.3 eV
- ΔE to the lowest compared entry with this formula, charge and spin: 444.9 kJ/mol
- LUMO: 0.7 eV
- Orbital gap: 9.01 eV
- Energy: -373.94091 a.u.
- SMILES string: [H]/N=C/N/C(N)=N\O

Last column: natural (NBO) charge in e.
Positions of all 13 atoms, in Å:
C: 1.5212 -0.0549 -0.5158  0.2778
H: 0.3642 1.0031 -1.4655  0.4290
N: -0.9872 -0.8660 0.8756  -0.2575
H: -0.2182 -2.2391 1.9079  0.4925
N: -2.0769 1.0675 0.1000  -0.8741
H: -2.1299 2.1546 0.2861  0.4062
H: -3.0600 0.6251 0.4808  0.4222
N: 0.2442 0.4937 -0.5816  -0.6621
H: 1.7184 -0.4882 0.5228  0.1927
H: 3.1888 -0.2136 -1.1620  0.3413
C: -0.8849 0.2674 0.2070  0.5041
N: 2.2873 -0.0035 -1.6009  -0.7113
O: 0.0329 -1.7462 0.9455  -0.5610

[2]
The following is a DFT calculation (wB97M-V/def2-TZVPD) of a cluster of 2 separate species, C6H13NO in total.

Values from the calculation:
- Net charge: 0
- HOMO: -9.5 eV
- ΔE to the lowest compared entry with this formula, charge and spin: 198.6 kJ/mol
- LUMO: 1.0 eV
- Orbital gap: 10.50 eV
- Energy: -366.35827 a.u.
- SMILES string: [H]/N=C(/C)[C@H](C)O.C=C

Last column: natural (NBO) charge in e.
Positions of all 21 atoms, in Å:
C: 2.2475 0.3679 -2.2226  -0.4235
H: 0.4625 0.9341 1.8061  0.2152
H: 1.4439 0.3920 -2.9410  0.2025
C: -0.4651 -0.1216 0.1659  0.0338
N: -2.3244 -1.5239 0.9652  -0.6324
C: -2.6069 0.8229 1.2076  -0.6768
H: 0.3686 1.2109 -0.9856  0.4794
O: -0.5036 1.0597 -0.6049  -0.7232
H: -1.7431 -2.2988 0.6427  0.3284
C: 2.6197 -0.7525 -1.6412  -0.3692
H: -0.2155 -0.9793 -0.4825  0.1647
C: -1.8379 -0.3787 0.7788  0.3197
H: 2.7481 1.3039 -2.0304  0.1991
H: 3.4315 -0.7858 -0.9326  0.1959
H: -3.5888 0.5271 1.5452  0.2324
H: -2.0813 1.3228 2.0171  0.2206
C: 0.5741 -0.0210 1.2909  -0.6334
H: 0.4441 -0.8267 2.0073  0.2191
H: 2.1325 -1.6929 -1.8413  0.1969
H: -2.6812 1.5156 0.3809  0.2388
H: 1.5750 -0.0755 0.8747  0.2121

[3]
The following is a DFT calculation (wB97M-V/def2-TZVPD) of a structure of composition C2H2O2S2.

Values from the calculation:
- Net charge: 0
- HOMO (alpha / beta): -7.0 / -9.7 eV
- ΔE to the lowest compared entry with this formula, charge and spin: 371.6 kJ/mol
- LUMO (alpha / beta): -1.1 / -3.8 eV
- Orbital gap (alpha / beta): 5.91 / 5.91 eV
- Energy: -1024.00209 a.u.
- Multiplicity: 3
- <S²>: 2.013

Last column: natural (NBO) charge in e.
Positions of all 8 atoms, in Å:
O: 3.6164 -1.0377 0.0339  -0.7984
H: 1.2395 0.7596 -0.0223  0.2425
C: -0.6578 -1.0029 -0.0328  -0.4877
O: -2.1205 -3.0632 0.0602  -0.7963
S: 2.2438 -1.5309 -0.0039  1.0393
H: -1.4248 -0.2606 0.0240  0.2404
S: -0.7298 -2.6230 -0.0331  1.0444
C: 1.1753 -0.3092 -0.0434  -0.4844

[4]
The following is a DFT calculation (wB97M-V/def2-TZVPD) of the molecule C5H9NO2S.

Values from the calculation:
- Net charge: 0
- HOMO (alpha / beta): -6.3 / -9.5 eV
- ΔE to the lowest compared entry with this formula, charge and spin: 11.6 kJ/mol
- LUMO (alpha / beta): 0.6 / -3.4 eV
- Orbital gap (alpha / beta): 6.91 / 6.05 eV
- Energy: -799.16962 a.u.
- Multiplicity: 3
- <S²>: 2.009

Last column: natural (NBO) charge in e.
Positions of all 18 atoms, in Å:
C: -0.7636 1.0221 -0.7033  -0.2189
C: -0.4907 -1.7073 1.9594  0.7471
H: 2.0848 -0.5578 0.4694  0.2211
N: -1.4459 0.0961 0.1832  -0.7643
H: -0.6463 1.9370 -0.2605  0.1889
C: 0.1476 -1.3005 0.6018  -0.3334
H: -1.8635 0.6468 0.8605  0.3858
H: 1.2750 1.5097 -1.2132  0.2232
S: 0.1745 -2.5148 -0.5204  0.1678
H: -0.9688 -3.1147 0.8818  0.4381
C: 0.7128 0.6037 -0.7934  -0.4115
H: -1.3551 1.2231 -1.7342  0.1847
O: -1.1663 -2.7346 1.9427  -0.6187
O: -0.3916 -0.9718 2.9365  -0.5701
H: -2.1260 -0.4780 -0.3597  0.3835
H: 0.7979 -0.1395 -1.5581  0.1940
H: 0.8936 0.3968 1.3876  0.2435
C: 1.0086 -0.0856 0.4803  -0.4610

Question: Which of these has the lowest energy?
Answer: C2H2O2S2

Question: The highest energy belongs to which entry?
Answer: C6H13NO

Question: Which value of net charge does entry 1 give?
Answer: 0

Question: Look up the energy of the second one.
Answer: -366.35827 a.u.